# C18H31ClN7O4Pt

A molecular structure, C18H31ClN7O4Pt (the ωB97M-V functional and the def2-TZVPD basis, the OMol25 dataset).

Output
HOMO energy (spin up / spin down) ... -10.12 / -10.47 eV
Frontier orbital gap (spin up / spin down) ... 7.635 / 7.384 eV
DFT total energy ... -53553.5370 eV
Total charge ... +1
Strongest force on any atom ... 0.78 eV Å⁻¹
Multiplicity ... 3

CARTESIAN COORDINATES (ANGSTROEM)
Pt  -0.157468  -0.097654  0.018601
N  1.600458  -0.115206  -1.427590
C  2.455699  -1.321314  -1.218016
C  3.503443  -1.160738  -0.094173
C  4.520813  -0.024261  -0.290493
C  4.264757  1.177265  0.601927
N  4.568921  0.855595  2.019906
C  3.698525  0.598111  2.987855
N  4.148835  0.129682  4.163582
N  2.417483  0.789074  2.811667
C  1.546653  -2.499282  -0.824354
O  2.061493  -3.594161  -0.682739
O  0.306514  -2.198997  -0.647008
H  1.077996  -0.222960  -2.291465
H  2.133648  0.744492  -1.496015
H  2.979095  -1.590536  -2.139828
H  4.010396  -2.122804  -0.044876
H  2.973711  -1.034426  0.858413
H  4.527776  0.310595  -1.331717
H  5.533333  -0.384786  -0.091171
H  3.230129  1.502192  0.525521
H  4.896911  2.019741  0.319337
H  5.534054  0.640133  2.218209
H  5.128854  -0.013235  4.329226
H  3.528945  0.039024  4.948685
H  2.022301  1.191390  1.957909
H  1.777184  0.591323  3.561445
Cl  0.029501  7.514436  0.029077
C  0.246380  5.805964  0.222529
C  1.387909  5.318469  0.863749
C  1.588484  3.965862  1.001739
C  0.662665  3.017988  0.506155
O  0.959457  1.743560  0.584322
C  -0.516864  3.535575  -0.082854
C  -1.629228  2.713004  -0.472172
O  -1.774403  1.514318  -0.255472
C  -0.692398  4.923847  -0.234670
H  2.114636  6.020024  1.252364
H  2.483662  3.606024  1.493562
H  -2.455701  3.244034  -0.969050
H  -1.596502  5.291897  -0.704663
C  -0.248704  -2.361002  2.654410
N  -1.175351  -3.066589  1.792403
C  -0.729849  -4.412335  1.425110
C  -1.988424  -2.359064  0.979432
N  -1.843326  -1.046505  0.846807
N  -3.000035  -3.014185  0.363408
C  -3.687022  -4.147139  0.962643
C  -3.590992  -2.480501  -0.851455
H  0.043934  -3.033815  3.460296
H  -0.728973  -1.479066  3.072476
H  0.649725  -2.056946  2.105951
H  0.327154  -4.382328  1.160810
H  -1.263448  -4.764256  0.550544
H  -0.887061  -5.103755  2.254815
H  -2.654430  -0.616021  0.421137
H  -3.326002  -4.310880  1.973046
H  -3.545653  -5.059585  0.380259
H  -4.756779  -3.932375  1.007062
H  -2.858674  -1.880237  -1.386645
H  -4.482874  -1.879412  -0.649872
H  -3.881175  -3.313366  -1.491488

Forces on atoms 1 to 3 (eV/Å):
0.269 -0.057 -0.218
0.135 -0.268 0.100
0.039 0.292 0.300

---

# C4H12O2

2 unconnected molecules or ions with the total composition C4H12O2 in a non-equilibrium geometry (the ωB97M-V functional and the def2-TZVPD basis, the OMol25 dataset).

Output
HOMO energy (spin up / spin down) ... -11.43 / -11.43 eV
Frontier orbital gap (spin up / spin down) ... 7.415 / 1.397 eV
DFT total energy ... -8426.1743 eV
Total charge ... +1
Strongest force on any atom ... 2.41 eV Å⁻¹
Multiplicity ... 2

CARTESIAN COORDINATES (ANGSTROEM)
C  0.789356  -4.434559  -3.640111
O  -0.416669  -4.491256  -3.148271
C  1.797194  -5.306580  -2.760188
H  0.799155  -5.021092  -4.590473
H  1.131122  -3.424737  -3.817553
H  -0.757143  -3.648157  -2.802063
H  1.270039  -5.963613  -2.107273
H  2.591378  -5.751915  -3.333583
H  2.169113  -4.514448  -2.096145
C  -0.437491  4.853423  3.506298
O  0.025137  5.764200  2.487869
C  -1.792985  4.251489  3.197043
H  0.297157  4.043874  3.431307
H  -0.362812  5.378415  4.453197
H  -0.571068  5.701538  1.741166
H  -1.891256  3.823092  2.207304
H  -2.171761  3.622747  3.998493
H  -2.468463  5.117586  3.272981

Forces on atoms 1 to 3 (eV/Å):
1.061 0.911 -1.312
-1.575 -0.623 0.914
0.586 0.680 0.908

---

# C3H32NO14

13 unconnected molecules or ions with the total composition C3H32NO14 in a non-equilibrium geometry (the ωB97M-V functional and the def2-TZVPD basis, the OMol25 dataset).

Output
HOMO energy ... -6.61 eV
Frontier orbital gap ... 9.482 eV
DFT total energy ... -33789.8846 eV
Total charge ... -1
Strongest force on any atom ... 2.64 eV Å⁻¹

CARTESIAN COORDINATES (ANGSTROEM)
N  -0.720271  -0.013681  -0.035733
C  -1.549970  0.880899  -0.863710
C  -1.472564  0.407289  -2.318763
O  -1.879476  -0.943566  -2.478526
C  -1.105365  2.359676  -0.776923
O  0.269844  2.577923  -0.903033
H  0.192461  -0.151214  -0.436847
H  -0.610003  0.296874  0.919627
H  -2.629278  0.815318  -0.486712
H  -2.142589  0.927013  -3.004702
H  -0.483576  0.460792  -2.788682
H  -1.933342  -1.405888  -1.608877
H  -1.598746  2.952989  -1.566168
H  -1.430312  2.786432  0.213777
H  0.692184  -2.857054  -0.811785
H  0.838467  -3.184905  0.769405
O  0.386275  -3.422132  -0.049200
H  0.129324  0.423518  2.970429
H  -0.909266  -0.646074  3.179788
O  -0.832879  0.328925  3.185545
H  0.840354  1.790459  -1.324264
H  2.513471  1.200861  -1.960114
O  1.729585  0.726597  -1.758961
H  1.385727  0.881706  -3.461856
H  1.230083  2.175160  -4.269127
O  1.368451  1.220543  -4.362361
H  1.751783  -1.714753  2.889479
H  1.822908  -1.591160  1.355714
O  1.576922  -2.214312  2.079479
H  0.178501  -1.765901  -2.561466
H  1.401668  -0.886884  -2.075694
O  1.053641  -1.852638  -2.097824
H  2.053503  0.193118  1.527495
H  1.668043  1.571342  2.166007
O  1.692714  0.624326  2.329695
H  0.678494  3.580498  1.868368
H  1.065085  2.861581  0.606535
O  1.394236  3.131817  1.469234
H  2.830165  -1.434515  -0.307269
H  2.154819  0.001051  -0.553826
O  2.563570  -0.675121  0.144082
H  -3.544369  1.154384  2.181520
H  -2.052790  1.195732  2.299829
O  -2.779705  1.586700  1.832519
H  -0.079663  -2.372707  2.643237
H  -1.520602  -2.504926  2.106845
O  -0.974359  -2.334411  2.958685
H  -1.244837  -2.999511  0.279561
H  -1.881752  -1.599797  0.367125
O  -2.086567  -2.542373  0.518446

Forces on atoms 1 to 3 (eV/Å):
-0.885 -0.136 -0.321
-0.302 0.459 0.093
-0.266 -0.597 -0.352

---

# C5H9N2O6S2

A gas-phase ion, C5H9N2O6S2 (charge -1) in a non-equilibrium geometry (the ωB97M-V functional and the def2-TZVPD basis, the OMol25 dataset).

Output
HOMO energy ... -5.92 eV
Frontier orbital gap ... 9.026 eV
SMILES ... [H]/N=C/CS(=O)(=O)N=[S@](=O)([O-])CCC(=O)O
DFT total energy ... -42261.0810 eV
Total charge ... -1
Strongest force on any atom ... 8.57 eV Å⁻¹

CARTESIAN COORDINATES (ANGSTROEM)
N  1.592257  -2.698335  -0.140695
C  2.497216  -1.860615  0.462600
C  3.039881  -0.423906  -0.109458
S  1.741937  0.651627  -0.932583
O  2.470736  1.353054  -2.144401
O  0.591503  -0.185639  -1.583614
N  1.151194  1.970128  0.075292
S  -0.188376  1.468276  1.077010
O  -0.066662  2.293809  2.416676
O  0.037628  -0.010564  1.473792
C  -1.886824  1.856640  0.387038
C  -2.507498  0.716073  -0.615950
C  -2.782693  -0.744502  0.096220
O  -3.713408  -1.003650  1.020617
O  -1.866733  -1.861345  -0.310595
H  1.419978  -3.563666  0.441595
H  2.943870  -2.223385  1.503658
H  3.853521  -0.677501  -0.945509
H  3.604753  0.182251  0.749925
H  -1.794068  2.879382  -0.218992
H  -2.712323  2.057748  1.218685
H  -3.580594  1.111577  -0.960300
H  -1.896483  0.601258  -1.633363
H  -1.948812  -1.888725  -1.327659

Forces on atoms 1 to 3 (eV/Å):
3.665 3.043 2.294
-2.441 -2.752 -0.458
1.224 -1.584 0.628

---

# C40H32F15GeN4NiPS2

A molecular structure, C40H32F15GeN4NiPS2 in a non-equilibrium geometry (the ωB97M-V functional and the def2-TZVPD basis, the OMol25 dataset).

Output
HOMO energy (spin up / spin down) ... -7.68 / -7.54 eV
Frontier orbital gap (spin up / spin down) ... 6.409 / 5.981 eV
DFT total energy ... -217237.6055 eV
Total charge ... 0
Strongest force on any atom ... 3.13 eV Å⁻¹
Multiplicity ... 3

CARTESIAN COORDINATES (ANGSTROEM)
Ni  0.669954  -0.166801  1.389244
S  2.338780  -1.669363  1.786981
C  0.920064  -2.678531  1.483349
N  1.010070  -3.883990  0.982206
N  2.191306  -4.364598  0.699090
C  2.386628  -5.597472  0.126383
C  3.692824  -6.024037  -0.133342
C  3.904586  -7.246497  -0.736755
C  2.829540  -8.055004  -1.076741
C  1.533998  -7.634467  -0.812283
C  1.302759  -6.413367  -0.213240
N  -0.333709  -2.282242  1.738990
N  -0.614117  -1.182246  2.312636
C  -1.967654  -0.937635  2.524898
C  -2.795989  -1.951236  3.006510
C  -4.132675  -1.686235  3.223447
C  -4.653078  -0.431667  2.944811
C  -3.829399  0.573590  2.460215
C  -2.485033  0.330600  2.265197
H  3.012549  -3.780409  0.901068
H  4.526343  -5.393942  0.142383
H  4.912976  -7.567371  -0.951582
H  3.004613  -9.011457  -1.543193
H  0.699189  -8.263000  -1.084425
H  0.305531  -6.064402  0.001833
H  -2.369797  -2.919654  3.209811
H  -4.781885  -2.465282  3.593331
H  -5.705105  -0.245600  3.095452
H  -4.247318  1.539589  2.218720
H  -1.822489  1.083955  1.861780
F  -3.785065  1.881887  -3.055293
C  -2.875485  2.814180  -2.758506
C  -1.563009  2.441631  -2.543751
C  -0.653487  3.448544  -2.280765
F  0.633632  3.089100  -2.122321
C  -1.012227  4.783946  -2.187037
F  -0.105053  5.723259  -1.898900
C  -2.343213  5.132740  -2.395619
F  -2.720009  6.408860  -2.314359
C  -3.275530  4.145344  -2.697770
F  -4.546611  4.483585  -2.924102
Ge  -0.815390  0.574659  -2.499448
S  0.073964  0.037446  -0.669558
C  -2.302802  -0.681844  -2.934006
C  -3.380318  -0.726623  -2.068089
F  -3.355978  0.099254  -1.009947
C  -4.459549  -1.572837  -2.271114
F  -5.498290  -1.582919  -1.432533
C  -4.449345  -2.420147  -3.377050
F  -5.482164  -3.231025  -3.606989
C  -3.356826  -2.425391  -4.238876
F  -3.338488  -3.253056  -5.286678
C  -2.295998  -1.561473  -3.996223
F  -1.229683  -1.575240  -4.811578
C  0.487916  0.606626  -4.016573
C  1.803928  0.194642  -3.926118
F  2.261395  -0.298449  -2.774921
C  2.672827  0.277800  -5.008616
F  3.942950  -0.117302  -4.891505
C  2.209983  0.776674  -6.220278
F  3.033027  0.858382  -7.265356
C  0.885665  1.190652  -6.337801
F  0.436423  1.669589  -7.500703
C  0.054858  1.101761  -5.230836
F  -1.225233  1.500531  -5.316172
C  2.575273  2.764935  0.438195
C  2.798750  2.458342  1.916889
C  4.020702  1.559795  2.064373
P  1.241758  1.667504  2.576047
C  1.554586  1.404169  4.405635
C  2.255217  0.068553  4.638829
C  0.240164  1.384918  5.183529
C  -0.005316  3.073749  2.603067
C  0.498877  4.349564  3.274231
C  -0.599671  3.384490  1.225067
H  3.502528  3.092382  -0.026335
H  1.835714  3.544271  0.295259
H  2.236258  1.865457  -0.077985
H  2.958115  3.383523  2.481328
H  3.819764  0.577802  1.638762
H  4.318176  1.445470  3.102856
H  4.856287  1.996227  1.520009
H  2.196858  2.221173  4.752267
H  1.567166  -0.743029  4.408599
H  2.557450  -0.019303  5.679787
H  3.132705  -0.058248  4.013564
H  -0.472165  0.731670  4.679965
H  -0.198832  2.371565  5.293980
H  0.413925  0.985951  6.180323
H  -0.808583  2.655269  3.217718
H  1.229045  4.864380  2.654061
H  0.946292  4.145701  4.243634
H  -0.340977  5.025911  3.432379
H  -0.098353  4.233823  0.768917
H  -1.657170  3.630183  1.310540
H  -0.504823  2.527788  0.557128

Forces on atoms 1 to 3 (eV/Å):
1.383 1.801 -0.102
-0.184 -0.110 0.043
2.119 0.065 0.045

---

# C7H10O3

A molecular structure, C7H10O3 in a non-equilibrium geometry (the ωB97M-V functional and the def2-TZVPD basis, the OMol25 dataset).

Output
HOMO energy ... -10.31 eV
Frontier orbital gap ... 11.043 eV
DFT total energy ... -13559.4101 eV
Total charge ... 0
Strongest force on any atom ... 4.76 eV Å⁻¹

CARTESIAN COORDINATES (ANGSTROEM)
C  1.777963  1.714879  -0.676284
C  1.092003  1.112060  0.541761
C  0.198109  -0.081503  0.224134
C  -0.649067  -0.585961  1.418461
C  -1.890007  0.008759  0.791909
O  -2.760159  0.726998  1.196591
O  -0.957009  0.373478  -0.544009
C  0.885747  -1.154296  -0.505833
C  1.195211  -2.016364  -1.297191
H  2.396965  2.568683  -0.371364
H  2.430468  0.982897  -1.172909
H  1.041425  2.068257  -1.410923
H  1.839133  0.766631  1.272097
H  0.458823  1.860216  1.040746
H  -0.723028  -1.676425  1.494555
H  -0.377677  -0.140395  2.381418
H  1.603816  -2.800544  -1.910675
O  -2.544103  -1.562758  -0.538848
H  -1.632351  -1.013853  -1.170381
H  -3.386263  -1.150758  -0.763256

Forces on atoms 1 to 3 (eV/Å):
0.064 0.088 -0.187
0.109 -0.175 0.382
-0.304 0.062 -0.074